Molecular formula: C5H10O
Method: DFT, wB97M-V/def2-TZVPD

Last column: Löwdin charge in e.
CARTESIAN COORDINATES (ANGSTROEM)
H1 -2.578106 0.883750 0.336494  0.06
O1 -0.820292 1.229525 -1.686501  0.04
H2 2.707030 -0.061071 1.232302  0.05
C1 -0.944126 0.179312 -0.826457  -0.44
H3 -0.094582 -1.768319 -0.568300  0.12
H4 0.294789 -0.986895 -2.117983  0.12
H5 -0.395299 0.853508 2.037056  0.03
H6 0.266301 0.823974 2.372935  0.05
C2 1.413682 -0.236322 -0.427989  -0.18
H7 1.397968 -1.363863 1.359210  0.06
H8 -1.859668 -0.758146 0.814207  0.06
H9 -1.444968 1.918772 -1.425122  0.11
H10 1.873542 0.585189 -0.975253  0.11
C3 1.871712 -0.579640 0.770402  -0.04
C4 -1.851954 0.096828 0.147531  0.00
C5 0.163973 -0.816602 -1.042536  -0.15

Cartesian forces (eV/Å) of the 3 atoms listed first:
H 0.0686 -0.0912 -0.1132
O -0.1595 0.1874 0.0733
H -0.0373 -0.1124 -0.1280

The calculation puts the energy at -271.6665 hartree. Its structure (SMILES) is C=CCC(=C)O.[H][H]. Its spin multiplicity is 1. Its net charge is 0. As for the HOMO energy: -8.91 eV. For the HOMO-LUMO gap, the calculation gives 9.837 eV. The calculation puts the energy relative to the best compared isomer or geometry (same formula, charge and spin) at 54.0 kcal per mole.